[1]
Here is a 2-piece molecular cluster, C4H14N overall at a distorted geometry from OMol25. Energies are from the ωB97M-V functional and the def2-TZVPD basis.

Structure (ORCA input):
```
! RIJCOSX wB97M-V def2-TZVPD def2/J DEFGRID3
* xyz 0 2
C 1.707 -1.680 0.361
C 0.224 -1.465 0.464
N 2.488 -0.524 1.016
H 2.118 -2.553 0.851
H 2.022 -1.648 -0.673
H -0.244 -2.320 -0.048
H -0.167 -0.659 -0.162
H 2.840 -0.810 1.960
H 3.340 -0.268 0.458
H 1.977 0.374 1.105
H -0.149 -1.335 1.475
C -2.604 1.071 -0.787
C -1.464 2.079 -0.931
H -3.562 1.581 -0.833
H -2.505 0.376 -1.576
H -2.509 0.513 0.142
H -1.697 3.002 -0.381
H -1.325 2.417 -1.948
H -0.491 1.848 -0.491
*
```

Results
Molecular weight (g/mol): 76.2
Energy relative to the best compared isomer or geometry (same formula, charge and spin) (kJ/mol): 46.2
Orbital gap (alpha / beta) (eV): 4.685 / 12.602
Lowest unoccupied orbital energy (alpha / beta) (eV): 1.00 / 0.70

***

[2]
Here is a 3-piece molecular cluster, C16H45B2N4O7PS overall at a distorted geometry from OMol25. Energies are from the ωB97M-V functional and the def2-TZVPD basis.

Structure (ORCA input):
```
! RIJCOSX wB97M-V def2-TZVPD def2/J DEFGRID3
* xyz 0 1
C 0.685 -0.769 6.838
C 0.609 -1.639 5.585
C 1.798 -1.437 4.625
C 2.625 -2.700 4.332
N 3.970 -2.687 4.910
B 4.251 -2.839 6.276
B 3.705 -4.152 7.233
N 2.398 -4.345 7.756
O 4.702 -5.085 7.547
P 5.489 -1.550 7.022
O 4.760 -0.104 7.165
O 5.732 -1.868 8.574
S 7.085 -1.504 5.930
H 0.634 0.290 6.582
H 1.607 -0.953 7.395
H -0.148 -0.981 7.512
H 0.539 -2.690 5.882
H -0.324 -1.418 5.062
H 1.407 -1.084 3.670
H 2.448 -0.642 5.001
H 2.722 -2.828 3.251
H 2.104 -3.591 4.692
H 4.563 -1.990 4.465
H 1.670 -3.754 7.382
H 2.058 -5.295 7.828
H 4.671 -5.901 7.038
H 4.881 0.384 6.336
H 5.228 -1.308 9.178
C 1.421 1.040 -3.193
O 0.105 0.962 -2.688
C -0.571 -0.255 -2.990
C -0.837 -1.049 -1.732
N 0.403 -1.563 -1.170
C 0.270 -2.180 0.142
C -0.157 -1.293 1.305
O 0.801 -0.313 1.663
C 0.726 0.912 0.956
H 1.785 2.045 -2.984
H 2.093 0.314 -2.722
H 1.443 0.875 -4.276
H 0.007 -0.847 -3.706
H -1.522 0.006 -3.462
H -1.493 -1.890 -1.974
H -1.381 -0.391 -1.037
H 1.071 -0.805 -1.111
H 1.236 -2.622 0.400
H -0.445 -3.007 0.064
H -0.270 -1.937 2.183
H -1.130 -0.819 1.131
H -0.302 1.143 0.664
H 1.353 0.913 0.060
H 1.087 1.695 1.622
C -6.534 3.012 -5.970
O -5.685 3.519 -6.976
C -4.985 4.704 -6.617
C -3.497 4.445 -6.535
N -3.181 3.588 -5.403
C -1.797 3.135 -5.347
C -1.302 2.226 -6.466
O -1.911 0.948 -6.479
C -3.118 0.842 -7.207
H -7.078 2.174 -6.402
H -5.977 2.659 -5.094
H -7.256 3.765 -5.638
H -5.357 5.093 -5.664
H -5.175 5.454 -7.390
H -2.977 5.400 -6.412
H -3.183 4.018 -7.499
H -3.791 2.781 -5.428
H -1.657 2.601 -4.404
H -1.147 4.016 -5.310
H -0.237 2.049 -6.293
H -1.391 2.693 -7.455
H -3.133 1.525 -8.062
H -3.999 1.040 -6.589
H -3.188 -0.182 -7.575
*
```

Results
Molecular weight (g/mol): 490.2
SMILES string: CCCCNB(B(N)O)P(O)(O)=S.COCCNCCOC.COCCNCCOC
Orbital gap (eV): 8.637
Lowest unoccupied orbital energy (eV): 0.47

***

[3]
Here is C35H32BrCsN16O3S2 as an isolated structure from OMol25. Energies are from the ωB97M-V functional and the def2-TZVPD basis.

Structure (ORCA input):
```
! RIJCOSX wB97M-V def2-TZVPD def2/J DEFGRID3
* xyz 0 1
Cs 1.254 -0.553 0.126
C 4.205 -0.507 4.202
C 3.796 0.432 5.134
C 2.841 1.368 4.778
C 2.313 1.350 3.487
N 2.722 0.450 2.592
C 3.631 -0.451 2.942
C 1.222 2.290 3.069
C 0.873 3.390 3.846
C -0.207 4.174 3.469
C -0.918 3.848 2.328
C -0.468 2.757 1.596
N 0.570 1.997 1.938
H 4.938 -1.264 4.442
H 4.207 0.430 6.136
H 2.492 2.082 5.509
H 3.901 -1.178 2.177
H 1.429 3.637 4.738
H -0.500 5.022 4.074
H -1.805 4.379 1.998
H -1.004 2.480 0.694
N 3.856 0.380 -2.475
C 4.397 -0.817 -2.187
N 5.596 -1.091 -2.707
C 6.082 -2.283 -2.372
N 7.299 -2.612 -2.845
N 5.467 -3.195 -1.598
C 4.283 -2.810 -1.146
N 3.694 -1.647 -1.388
C 3.546 -3.801 -0.288
C 3.933 -5.135 -0.275
C 3.212 -6.025 0.504
C 2.138 -5.557 1.244
C 1.831 -4.207 1.178
N 2.519 -3.347 0.430
H 4.339 0.940 -3.156
H 2.870 0.578 -2.313
H 7.784 -1.969 -3.443
H 7.681 -3.513 -2.632
H 4.778 -5.448 -0.869
H 3.483 -7.072 0.529
H 1.547 -6.220 1.861
H 1.001 -3.793 1.741
C -4.951 0.548 -1.822
C -3.997 -0.452 -2.344
N -4.231 -1.304 -3.287
N -3.095 -2.061 -3.345
C -2.157 -1.731 -2.445
S -0.707 -2.525 -2.189
N -2.732 -0.656 -1.809
N -2.082 0.111 -0.835
H -5.787 0.643 -2.510
H -4.476 1.510 -1.664
H -5.328 0.252 -0.840
H -3.028 -2.843 -3.973
H -2.765 0.403 -0.136
H -1.742 0.965 -1.283
O -6.059 4.355 0.528
S -4.718 3.856 0.390
O -3.670 4.676 0.977
O -4.547 2.424 0.630
C -4.330 3.909 -1.388
N -5.258 4.120 -2.315
C -4.870 3.953 -3.577
C -3.596 3.531 -3.938
C -2.716 3.331 -2.889
N -3.077 3.551 -1.631
C -1.349 2.758 -2.942
C -0.997 1.660 -3.700
C 0.194 1.009 -3.402
N 1.013 1.405 -2.434
C 0.714 2.511 -1.744
C -0.452 3.211 -1.973
H -5.620 4.140 -4.338
H -3.321 3.372 -4.972
H -1.664 1.253 -4.450
H 0.467 0.103 -3.931
H 1.387 2.805 -0.945
H -0.710 4.057 -1.352
Br 0.139 -1.237 4.460
C -1.298 -1.896 3.406
C -2.467 -2.285 4.044
C -3.493 -2.761 3.248
C -3.303 -2.838 1.875
C -2.093 -2.421 1.351
N -1.100 -1.941 2.108
H -2.561 -2.208 5.117
H -4.428 -3.069 3.696
H -4.077 -3.214 1.220
H -1.888 -2.470 0.288
*
```

Results
Molecular weight (g/mol): 1001.7
Energy relative to the best compared isomer or geometry (same formula, charge and spin) (kJ/mol): 10.9
Orbital gap (eV): 8.000
Lowest unoccupied orbital energy (eV): -0.22

***

[4]
Here is a 2-piece molecular cluster, C3H9OPS overall at a distorted geometry from OMol25. Energies are from the ωB97M-V functional and the def2-TZVPD basis.

Structure (ORCA input):
```
! RIJCOSX wB97M-V def2-TZVPD def2/J DEFGRID3
* xyz 0 1
C -0.584 1.671 -0.584
P -0.004 0.029 0.072
C -1.625 -0.869 -0.091
O -0.128 0.352 1.684
H -0.826 1.576 -1.640
H -1.459 1.997 -0.024
H 0.210 2.406 -0.471
H -2.397 -0.336 0.461
H -1.901 -0.948 -1.139
H -1.517 -1.870 0.321
H 0.720 0.341 2.131
C 3.497 -1.162 -0.077
S 3.528 0.354 0.459
H 2.785 -1.472 -0.829
H 4.170 -1.909 0.322
*
```

Results
Molecular weight (g/mol): 124.1
Energy relative to the best compared isomer or geometry (same formula, charge and spin) (kJ/mol): 219.3
SMILES string: CP(C)O.C=S
Orbital gap (eV): 7.909
Lowest unoccupied orbital energy (eV): -0.49

***

[5]
Here is one molecule with the formula C4H8N2O2 at a distorted geometry from OMol25. Energies are from the ωB97M-V functional and the def2-TZVPD basis.

Structure (ORCA input):
```
! RIJCOSX wB97M-V def2-TZVPD def2/J DEFGRID3
* xyz 0 1
H 3.724 -0.362 0.246
N 2.979 -0.541 -0.447
C 1.804 -0.025 -0.228
N 1.224 0.978 0.724
O 0.027 0.012 1.208
C -0.498 -0.210 -0.094
C -1.380 -1.332 0.296
C -1.250 0.993 -0.766
O 0.713 -0.613 -0.773
H 1.724 1.143 1.564
H -2.049 -0.634 1.164
H -0.622 -1.887 0.911
H -1.960 -1.702 -0.566
H -1.705 0.950 -1.923
H -0.509 1.819 -0.894
H -2.221 1.410 -0.420
*
```

Results
Molecular weight (g/mol): 116.1
Energy relative to the best compared isomer or geometry (same formula, charge and spin) (kJ/mol): 562.8
SMILES string: [H]/N=C1\NOC(C)(C)O1
Orbital gap (eV): 10.760
Lowest unoccupied orbital energy (eV): 0.69

***

[6]
Here is an isolated ion of composition C3H5O2S and charge -1 from OMol25. Energies are from the ωB97M-V functional and the def2-TZVPD basis.

Structure (ORCA input):
```
! RIJCOSX wB97M-V def2-TZVPD def2/J DEFGRID3
* xyz -1 1
O 0.674 2.098 -0.975
C 0.434 1.682 0.175
O -0.004 2.310 1.158
C 0.554 0.135 0.343
C -0.569 -0.533 -0.426
S -0.583 -2.359 -0.267
H 1.519 -0.207 -0.057
H 0.504 -0.148 1.391
H -1.532 -0.215 -0.058
H -0.508 -0.316 -1.487
H -1.327 -2.360 0.830
*
```

Results
Molecular weight (g/mol): 105.1
Energy relative to the best compared isomer or geometry (same formula, charge and spin) (kJ/mol): 7.0
SMILES string: O=C([O-])CCS
Orbital gap (eV): 7.242
Lowest unoccupied orbital energy (eV): 3.16